5 unconnected molecules or ions with the total composition C25H52N3O7S in a non-equilibrium geometry. Source: the Open Molecules 2025 dataset; level of theory: ωB97M-V/def2-TZVPD.

```
! RIJCOSX wB97M-V def2-TZVPD def2/J DEFGRID3
* xyz 1 1
C -2.151 1.333 -0.973
N -3.086 0.247 -0.576
C -3.440 -0.476 -1.829
C -2.524 -0.660 0.337
O -3.049 -1.745 0.505
C -1.282 -0.334 1.197
C -0.152 -1.259 0.753
C 0.035 -1.470 -0.581
N 0.987 -2.300 -1.014
C 1.812 -2.976 -0.214
C 2.839 -3.933 -0.770
C 2.267 -4.820 -1.899
C 2.218 -4.163 -3.302
C 3.324 -3.139 -3.596
N 2.888 -2.381 -4.802
C 1.689 -2.768 1.138
C 0.718 -1.917 1.633
C 0.538 -1.654 3.121
O -0.359 -2.159 3.747
O 1.400 -0.800 3.742
C 1.931 0.220 2.877
C 2.495 1.413 3.700
C 1.518 2.616 3.534
S 1.536 3.787 4.936
H -2.740 2.060 -1.542
H -1.737 1.887 -0.131
H -1.391 0.958 -1.678
H -2.681 -1.221 -2.108
H -3.450 0.270 -2.631
H -4.432 -0.924 -1.782
H -1.528 -0.641 2.220
H -0.991 0.719 1.207
H -0.590 -0.977 -1.318
H 1.088 -2.426 -2.019
H 3.782 -3.434 -1.013
H 3.068 -4.604 0.068
H 2.760 -5.792 -1.887
H 1.220 -5.034 -1.624
H 2.344 -4.966 -4.040
H 1.255 -3.671 -3.511
H 3.460 -2.385 -2.811
H 4.273 -3.624 -3.865
H 2.599 -3.052 -5.505
H 3.656 -1.821 -5.153
H 2.345 -3.280 1.836
H 1.192 0.642 2.185
H 2.778 -0.182 2.302
H 2.579 1.170 4.761
H 3.458 1.679 3.254
H 1.728 3.135 2.593
H 0.501 2.207 3.466
H 1.648 2.922 5.970
C 7.014 -6.432 -0.535
C 5.562 -6.667 -0.904
O 5.210 -5.939 -2.084
H 7.198 -5.370 -0.370
H 7.281 -6.980 0.370
H 7.674 -6.752 -1.344
H 4.904 -6.329 -0.103
H 5.375 -7.731 -1.077
H 5.782 -6.244 -2.794
C 1.048 4.380 -2.201
C 0.498 3.133 -2.867
O -0.882 3.290 -3.185
H 0.490 4.602 -1.290
H 2.103 4.258 -1.948
H 0.946 5.245 -2.859
H 0.583 2.274 -2.198
H 1.051 2.910 -3.786
H -0.959 4.040 -3.783
C -3.415 5.805 1.564
C -3.538 4.294 1.577
O -2.246 3.681 1.514
H -2.901 6.137 0.662
H -4.398 6.276 1.604
H -2.826 6.152 2.417
H -4.109 3.951 0.716
H -4.046 3.954 2.484
H -1.745 3.977 2.281
C -7.702 4.305 3.038
C -7.920 4.893 1.656
O -7.292 4.094 0.655
H -6.636 4.227 3.255
H -8.174 4.920 3.805
H -8.117 3.295 3.097
H -7.488 5.891 1.594
H -8.989 4.966 1.433
H -7.680 3.214 0.700
*
```

orbital gap	7.28	eV
calculated total energy	-2072.61802	Eh